# C6H5NO2

C6H5NO2 in the gas phase (the ωB97M-V functional and the def2-TZVPD basis, the OMol25 dataset).

HOMO (spin up / spin down) in eV: -8.085 / -8.463
Kohn-Sham gap (spin up / spin down) in eV: 8.85 / 5.56
Spin multiplicity: 3
Strongest force on any atom in eV/Å: 3.8
E_tot in eV: -11880.8637

Each line ends with the Löwdin spin population.
Atoms and positions in Å:
1 O -0.087 2.597 0.873  0.010
2 O 2.016 1.944 0.692  0.251
3 N 0.447 0.304 1.085  0.555
4 C -2.044 0.665 -1.517  0.084
5 C -2.374 -0.142 -2.419  0.427
6 C 1.298 -0.863 1.179  0.067
7 C -1.239 2.479 0.221  0.033
8 C 0.903 1.513 0.910  0.063
9 C -1.629 1.662 -0.746  0.407
10 H 0.650 -1.656 1.590  0.004
11 H 1.536 -1.073 0.088  0.039
12 H 2.129 -0.611 1.742  0.007
13 H -2.862 -0.695 -3.224  0.029
14 H -1.948 3.394 0.333  0.024